DFT (wB97M-V/def2-TZVPD) results for a molecular structure, C25H24Br39N3O2S at a distorted geometry.

XYZ file:
```
94
Properties=species:S:1:pos:R:3:mulliken_charge:R:1
C 0.24491 2.56133 4.32729 -0.40
C 0.46170 2.77761 2.79667 -0.30
C 0.40487 1.49892 1.97644 0.61
C 1.35739 1.32060 0.97682 -1.24
C 1.40573 0.11554 0.11123 -0.29
N 2.23461 -0.20559 -0.88174 -0.52
S 1.74854 -1.66320 -1.41437 0.09
N 0.50461 -2.02993 -0.41571 -0.23
C 0.42603 -0.95047 0.35711 0.35
C -0.53265 -0.73294 1.41481 0.67
C -1.52838 -1.86616 1.69060 -1.49
C -1.12396 -2.34422 3.18629 0.58
C -0.14622 -3.59341 3.20573 -1.10
O 0.21832 -2.11427 3.53923 -0.44
C -0.57547 0.42121 2.17444 1.37
N -1.59615 0.54572 3.21117 -0.62
C -2.72481 0.64774 2.74509 0.70
O -3.72625 0.71853 2.13424 -0.60
H -0.80896 2.77974 4.60591 -0.47
H 0.85777 3.23371 4.95210 0.38
H 0.47481 1.51036 4.56876 0.34
H -0.29182 3.49309 2.40654 -0.19
H 1.46171 3.22997 2.66595 0.37
H 2.11052 2.10577 0.84942 0.49
H -2.57134 -1.53086 1.76245 0.10
H -1.36603 -2.73838 1.04989 0.57
H -1.89962 -2.30321 3.97712 0.43
H 0.16554 -3.92037 4.20583 0.44
H 0.67519 -3.62748 2.47759 0.38
C -1.79877 2.00731 -1.76574 -0.11
Br -1.62077 1.28206 -3.55262 -0.08
Br -0.25735 1.69598 -0.62198 0.28
Br -2.26747 3.87111 -1.76562 0.03
H -2.62012 1.48014 -1.29225 0.05
C 0.43200 -7.19151 2.29086 -0.48
Br 0.04726 -7.05765 4.17673 -0.02
Br -0.85351 -6.22108 1.22822 0.04
Br 2.24043 -6.65203 1.88446 0.06
H 0.34641 -8.23660 2.02371 0.41
C -6.35528 2.13462 -1.30523 -0.42
Br -5.02604 1.83968 0.06419 0.12
Br -7.54332 3.58369 -0.84098 -0.04
Br -5.55852 2.38701 -3.04343 -0.04
H -6.95546 1.23600 -1.36034 0.41
C 0.84754 5.64127 -3.82006 -0.30
Br 1.57251 3.97171 -3.18234 0.06
Br 2.11682 6.59841 -4.91558 -0.04
Br -0.83599 5.38935 -4.72239 -0.04
H 0.65270 6.25603 -2.95081 0.29
C 5.26123 -6.44639 -0.80125 -0.26
Br 5.32535 -8.33262 -0.40379 -0.02
Br 5.57430 -5.37254 0.77441 -0.03
Br 6.46239 -5.96912 -2.23243 0.00
H 4.25758 -6.22829 -1.14412 0.31
C -1.38247 -6.21850 -3.04635 -0.30
Br -3.19309 -6.22568 -2.37173 -0.03
Br -1.33353 -6.01100 -4.96242 -0.05
Br -0.29726 -4.90009 -2.15317 0.07
H -0.95664 -7.18748 -2.82044 0.35
C 5.85038 -1.41450 -0.12619 -0.13
Br 6.09907 -2.09111 -1.91361 0.03
Br 7.36461 -1.79599 1.00799 -0.04
Br 5.39748 0.45514 -0.13248 -0.04
H 5.00039 -1.93941 0.29232 0.15
C -6.12760 -5.61604 -5.24410 0.29
Br -7.63552 -6.50970 -4.43760 -0.01
Br -5.62816 -6.42731 -6.92122 -0.01
Br -6.43309 -3.72073 -5.42955 0.00
H -5.28822 -5.73827 -4.57082 -0.28
C 8.80107 -6.01797 -5.33932 -0.11
Br 10.47888 -5.14446 -4.96453 0.00
Br 7.43496 -4.75215 -5.84837 0.00
Br 8.99875 -7.41930 -6.64946 -0.02
H 8.47472 -6.48716 -4.41991 0.07
C -2.42258 6.07174 1.89646 0.68
Br -3.78109 7.38839 2.25625 -0.08
Br -3.20345 4.35751 1.49041 0.17
Br -1.19489 6.65741 0.52749 -0.06
H -1.84662 5.95184 2.80408 -0.69
C -1.57705 5.67515 6.05258 -0.40
Br -2.92306 7.04399 6.23938 -0.03
Br -2.34859 3.96478 5.59310 -0.03
Br -0.19154 6.20257 4.81303 -0.09
H -1.10598 5.55958 7.02004 0.48
C -6.60883 6.18029 5.02808 -0.02
Br -8.11147 7.25313 5.58910 -0.04
Br -6.23293 4.76388 6.28336 -0.02
Br -6.83918 5.50472 3.23901 0.00
H -5.74172 6.82987 5.01256 0.03
C 5.70146 5.35473 -6.25841 -0.17
Br 5.87583 3.45852 -5.95435 0.00
Br 6.07611 6.36992 -4.66173 -0.01
Br 6.77521 5.94451 -7.74920 -0.02
H 4.66688 5.54083 -6.51761 0.17
```

Computed properties:
- orbital gap (eV) = 7.64
- LUMO energy (eV) = -1.1
- E_HOMO (Eh) = -0.3223
- total charge = 0